one.
Density functional theory data (ωB97M-V/def2-TZVPD) for C4H8O2 in the gas phase.

Output
HOMO energy in eV: -9.433
Frontier orbital gap in eV: 10.29
E_LUMO in eV: 0.86
Net charge: 0

```
14
Properties=species:S:1:pos:R:3:mulliken_charge:R:1
C 0.7012 0.5038 -1.3390 -1.321
C -0.2030 -0.2875 -0.4237 1.011
O -1.1068 -1.1231 -1.1028 -0.552
C 0.2751 -0.7593 0.9275 -0.989
C -0.7300 0.3583 0.8199 -0.097
O -0.3257 1.6573 1.1199 -0.525
H 1.5934 -0.0560 -1.6437 0.287
H 1.0156 1.4293 -0.8452 0.329
H 0.1341 0.7615 -2.2396 0.349
H -1.0169 -2.0128 -0.7453 0.333
H -0.0531 -1.7321 1.2942 0.272
H 1.2926 -0.4937 1.2119 0.284
H -1.7715 0.1283 1.0402 0.304
H 0.1952 1.6261 1.9257 0.316
```

=====

two.
Density functional theory data (ωB97M-V/def2-TZVPD) for C4H8O2 in the gas phase.

Output
HOMO energy (alpha / beta) in eV: -7.608 / -7.514
Frontier orbital gap (alpha / beta) in eV: 8.24 / 8.16
E_LUMO (alpha / beta) in eV: 0.63 / 0.64
Net charge: 0

```
14
Properties=species:S:1:pos:R:3:mulliken_charge:R:1
C 1.6012 -0.8328 -1.7668 -0.414
O 0.8014 -0.2788 -0.9096 -0.213
C -0.4683 -0.4453 -0.6806 -0.344
C -0.1277 0.2307 1.6980 -1.095
C -1.0351 0.3265 0.4679 0.186
O -1.3466 1.6895 0.1580 -0.551
H 1.2410 -1.6259 -2.4130 0.230
H 0.9019 0.5043 1.4458 0.273
H 2.6196 -0.4796 -1.7259 0.275
H -1.0199 -1.1496 -1.2998 0.388
H -0.4877 0.8977 2.4846 0.315
H -0.1140 -0.7974 2.0771 0.325
H -2.0070 -0.1166 0.7088 0.279
H -0.5588 2.0773 -0.2445 0.345
```

=====

Least stable: two

=====

one.
Density functional theory data (ωB97M-V/def2-TZVPD) for C4H8O2 in the gas phase.

Output
HOMO energy in eV: -9.579
Frontier orbital gap in eV: 10.41
E_LUMO in eV: 0.83
Net charge: 0

```
14
Properties=species:S:1:pos:R:3:mulliken_charge:R:1
C -0.9305 0.0895 -1.1246 -1.321
C -0.1168 0.5069 0.2266 0.813
O 0.0562 1.8738 0.5559 -0.532
C 0.0206 -0.4889 1.3804 -0.835
C 1.0703 -0.3940 0.3100 -0.182
O 1.0724 -1.3910 -0.6666 -0.569
H -1.9941 0.1571 -0.9307 0.385
H -0.8337 -0.9104 -1.6194 0.327
H -0.6221 0.7755 -1.9272 0.338
H -0.7708 2.2657 0.8815 0.344
H 0.3861 -0.1799 2.3689 0.266
H -0.6698 -1.3215 1.4271 0.253
H 2.0704 -0.0664 0.5850 0.363
H 1.3353 -0.9627 -1.4931 0.349
```

=====

two.
Density functional theory data (ωB97M-V/def2-TZVPD) for C4H8O2 in the gas phase.

Output
HOMO energy in eV: -9.630
Frontier orbital gap in eV: 10.31
E_LUMO in eV: 0.68
Net charge: 0

```
14
Properties=species:S:1:pos:R:3:mulliken_charge:R:1
C -1.7056 -0.3508 -0.5525 -1.288
C -0.3484 0.4431 -0.2334 0.380
O -0.4218 1.3965 0.8190 -0.539
C 0.7389 -0.5466 0.2132 -0.594
C 2.1825 -0.1245 0.4692 -0.058
O 3.1245 -0.8345 0.1975 -0.483
H -2.5200 0.2769 -0.9740 0.335
H -1.5593 -1.1551 -1.3052 0.340
H -2.0255 -0.7714 0.3884 0.341
H -0.3758 0.8102 -1.2437 0.276
H -0.6318 2.2855 0.5137 0.332
H 0.7641 -1.3863 -0.4783 0.322
H 0.3816 -0.9228 1.1904 0.275
H 2.3485 0.8425 0.9855 0.361
```

=====

Least stable: one

=====

one.
Density functional theory data (ωB97M-V/def2-TZVPD) for a molecular structure, C4H8O2.

Output
HOMO energy in eV: -7.891
Frontier orbital gap in eV: 8.51
E_LUMO in eV: 0.62
Net charge: 0

```
14
Properties=species:S:1:pos:R:3:mulliken_charge:R:1
C 0.7059 -0.0677 -1.3219 -1.478
C 0.3865 -0.0548 0.1690 1.291
O 1.5011 0.3777 0.9331 -0.555
C -0.9150 0.6580 0.5265 -0.693
C -0.1334 -1.4215 0.6679 -0.806
O -1.7495 -0.5227 0.7534 -0.440
H 1.0287 0.9164 -1.6916 0.448
H -0.1775 -0.3679 -1.8964 0.313
H 1.4904 -0.8031 -1.5250 0.374
H 2.0532 0.9518 0.3872 0.337
H -0.8225 1.1525 1.4967 0.264
H -1.3791 1.3283 -0.2062 0.297
H 0.0312 -1.3912 1.7604 0.240
H -2.0822 -0.8730 -0.0870 0.407
```

=====

two.
Density functional theory data (ωB97M-V/def2-TZVPD) for C4H8O2 in the gas phase.

Output
HOMO energy in eV: -10.329
Frontier orbital gap in eV: 11.26
E_LUMO in eV: 0.93
Net charge: 0

```
14
Properties=species:S:1:pos:R:3:mulliken_charge:R:1
C 1.5852 -0.2614 0.2675 -1.397
C 0.0849 -0.0894 0.1134 1.349
C -0.5098 0.6809 -1.0776 -0.715
O -1.6904 1.3702 -0.7415 -0.509
C -0.7460 -1.0834 0.7892 -0.722
O -0.5631 0.2161 1.3428 -0.508
H 2.1559 0.6271 -0.0220 0.367
H 1.9539 -1.1198 -0.3049 0.273
H 1.7728 -0.4514 1.3319 0.360
H -0.7935 -0.0197 -1.8691 0.281
H 0.2339 1.3789 -1.4870 0.330
H -1.4724 1.9697 -0.0140 0.322
H -0.2570 -1.8874 1.3440 0.278
H -1.7472 -1.3028 0.4239 0.289
```

=====

Least stable: one